(1)
Density functional theory data (ωB97M-V/def2-TZVPD) for a 9-piece molecular cluster, C36H63N9 overall.

Computed properties:
* lowest unoccupied orbital energy: 0.3 eV
* max |F|: 3.73 eV/A
* ΔE to the lowest compared entry with this formula, charge and spin: 1.664 eV
* net charge: 0
* E: -1902.23151 hartree
* gap between HOMO and LUMO: 11.55 eV
* SMILES: CCCC#N.CCCC#N.CCCC#N.CCCC#N.CCCC#N.CCCC#N.CCCC#N.CCCC#N.CCCC#N

Cartesian coordinates (Å):
C1 -6.321 -0.580 -1.566
C2 -4.858 -0.301 -1.945
C3 -3.878 -1.500 -1.820
C4 -4.283 -2.700 -2.620
N1 -4.604 -3.644 -3.224
H1 -6.980 0.227 -1.886
H2 -6.387 -0.621 -0.479
H3 -6.682 -1.493 -2.039
H4 -4.428 0.471 -1.306
H5 -4.778 0.083 -2.961
H6 -3.638 -1.759 -0.789
H7 -2.951 -1.209 -2.314
C5 0.347 1.163 1.422
C6 1.158 -0.096 1.666
C7 1.359 -0.919 0.375
C8 0.205 -1.213 -0.474
N2 -0.737 -1.476 -1.086
H8 -0.700 0.919 1.241
H9 0.646 1.640 0.489
H10 0.438 1.959 2.161
H11 0.768 -0.706 2.480
H12 2.151 0.251 1.952
H13 1.799 -1.893 0.592
H14 2.067 -0.386 -0.260
C9 3.149 -4.623 1.130
C10 3.085 -4.396 -0.407
C11 4.304 -3.651 -0.957
C12 4.737 -2.374 -0.313
N3 5.057 -1.369 0.156
H15 3.408 -3.735 1.707
H16 3.991 -5.300 1.280
H17 2.223 -4.995 1.568
H18 2.172 -3.864 -0.674
H19 3.031 -5.352 -0.927
H20 4.147 -3.469 -2.020
H21 5.212 -4.248 -0.874
C13 -1.846 -4.528 0.179
C14 -2.766 -5.709 0.651
C15 -4.094 -5.798 -0.105
C16 -4.999 -4.661 0.067
N4 -5.714 -3.739 0.199
H22 -1.624 -4.595 -0.886
H23 -0.825 -4.527 0.560
H24 -2.277 -3.546 0.371
H25 -3.029 -5.637 1.706
H26 -2.199 -6.634 0.553
H27 -4.616 -6.716 0.167
H28 -3.910 -5.819 -1.179
C17 3.445 0.322 4.514
C18 4.430 0.287 5.724
C19 3.693 0.671 7.019
C20 2.583 -0.256 7.337
N5 1.743 -1.009 7.577
H29 3.975 -0.121 3.672
H30 3.033 1.302 4.274
H31 2.585 -0.338 4.629
H32 5.214 1.024 5.550
H33 4.834 -0.713 5.884
H34 3.192 1.635 7.106
H35 4.343 0.672 7.894
C21 -0.980 5.072 0.553
C22 -1.802 6.436 0.719
C23 -0.998 7.590 1.368
C24 0.293 7.742 0.779
N6 1.319 7.896 0.281
H36 -0.598 4.649 1.482
H37 -0.024 5.188 0.044
H38 -1.503 4.301 -0.013
H39 -2.749 6.273 1.234
H40 -2.230 6.685 -0.253
H41 -0.785 7.363 2.412
H42 -1.459 8.577 1.346
C25 -0.854 -3.597 -3.869
C26 -1.272 -3.990 -5.243
C27 -1.738 -2.748 -6.084
C28 -0.818 -1.644 -6.208
N7 -0.090 -0.730 -6.352
H43 -0.004 -2.916 -3.905
H44 -0.660 -4.424 -3.185
H45 -1.659 -3.100 -3.327
H46 -2.075 -4.725 -5.304
H47 -0.443 -4.431 -5.797
H48 -2.765 -2.461 -5.859
H49 -1.877 -3.055 -7.121
C29 -1.793 2.064 -2.105
C30 -1.257 1.887 -3.501
C31 0.055 1.035 -3.591
C32 1.065 1.621 -2.749
N8 1.878 2.117 -2.104
H50 -1.133 2.797 -1.641
H51 -1.677 1.103 -1.605
H52 -2.833 2.378 -2.012
H53 -1.097 2.877 -3.927
H54 -2.028 1.385 -4.085
H55 0.373 1.004 -4.633
H56 -0.125 0.027 -3.216
C33 2.567 3.663 1.831
C34 3.332 4.960 1.496
C35 3.424 5.893 2.724
C36 2.148 6.111 3.362
N9 1.127 6.325 3.892
H57 3.014 3.205 2.714
H58 2.710 2.960 1.010
H59 1.493 3.762 1.982
H60 2.931 5.467 0.618
H61 4.353 4.671 1.248
H62 3.770 6.865 2.371
H63 4.077 5.456 3.480

***

(2)
Density functional theory data (ωB97M-V/def2-TZVPD) for a 12-piece molecular cluster, C36H64O28 overall.

Computed properties:
* lowest unoccupied orbital energy: 0.1 eV
* max |F|: 2.59 eV/A
* ΔE to the lowest compared entry with this formula, charge and spin: 1.096 eV
* net charge: 0
* E: -3516.89387 hartree
* gap between HOMO and LUMO: 9.50 eV
* SMILES: C[C@H]1COC(=O)O1.C[C@H]1COC(=O)O1.C[C@H]1COC(=O)O1.C[C@H]1COC(=O)O1.C[C@H]1COC(=O)O1.C[C@H]1COC(=O)O1.C[C@H]1COC(=O)O1.C[C@H]1COC(=O)O1.CO.CO.CO.CO

Cartesian coordinates (Å):
C1 -0.462 0.155 0.030
O1 -1.539 1.080 -0.011
H1 0.392 0.536 -0.545
H2 -0.051 -0.069 1.013
H3 -0.707 -0.763 -0.510
H4 -2.334 0.581 0.232
C2 -4.247 -1.505 1.441
O2 -3.697 -0.813 0.313
H5 -3.458 -1.892 2.088
H6 -4.780 -0.775 2.054
H7 -4.969 -2.288 1.216
H8 -3.381 -1.518 -0.270
C3 -0.709 4.338 -0.485
O3 0.129 3.247 -0.193
H9 -1.401 4.545 0.338
H10 -0.131 5.234 -0.702
H11 -1.335 4.137 -1.363
H12 -0.413 2.433 -0.162
C4 -4.949 2.363 -0.067
O4 -5.624 1.454 0.787
H13 -3.902 2.467 0.244
H14 -4.909 2.019 -1.109
H15 -5.443 3.333 -0.060
H16 -5.020 0.711 0.906
C5 3.194 2.456 3.605
C6 3.632 1.468 2.528
C7 2.661 1.054 1.443
O5 3.398 1.293 0.228
C8 4.531 1.975 0.505
O6 5.275 2.380 -0.347
O7 4.699 2.136 1.816
H17 2.497 2.025 4.324
H18 2.736 3.339 3.155
H19 4.022 2.768 4.241
H20 4.084 0.596 2.996
H21 1.725 1.606 1.460
H22 2.494 -0.019 1.542
C9 3.283 2.574 -2.269
C10 2.124 3.138 -1.495
C11 2.498 4.211 -0.467
O8 1.672 5.320 -0.760
C12 1.007 5.110 -1.917
O9 0.270 5.904 -2.414
O10 1.291 3.907 -2.410
H23 3.924 3.337 -2.706
H24 2.930 1.910 -3.062
H25 3.867 1.938 -1.598
H26 1.510 2.333 -1.088
H27 3.547 4.488 -0.617
H28 2.380 3.905 0.571
C13 3.000 -1.442 -2.337
C14 4.084 -2.204 -1.600
C15 5.023 -1.296 -0.791
O11 4.733 -1.639 0.559
C16 3.893 -2.675 0.617
O12 3.511 -3.197 1.613
O13 3.519 -3.069 -0.615
H29 2.261 -0.940 -1.711
H30 2.437 -2.202 -2.892
H31 3.406 -0.746 -3.071
H32 4.570 -2.791 -2.380
H33 4.799 -0.235 -0.883
H34 6.036 -1.502 -1.139
C17 -4.007 2.414 4.558
C18 -2.980 2.494 3.439
C19 -2.067 3.713 3.368
O14 -0.803 3.118 3.006
C20 -0.820 1.803 3.250
O15 0.108 1.066 3.147
O16 -2.059 1.413 3.608
H35 -4.858 3.059 4.353
H36 -3.541 2.725 5.493
H37 -4.274 1.361 4.623
H38 -3.423 2.362 2.447
H39 -1.954 4.208 4.333
H40 -2.309 4.406 2.570
C21 0.098 0.071 -3.616
C22 -1.066 0.958 -4.047
C23 -1.609 1.828 -2.932
O17 -1.656 3.109 -3.516
C24 -0.919 3.150 -4.650
O18 -0.773 4.117 -5.307
O19 -0.490 1.890 -4.947
H41 -0.230 -0.707 -2.918
H42 0.939 0.593 -3.167
H43 0.383 -0.447 -4.536
H44 -1.850 0.377 -4.540
H45 -1.004 1.812 -2.023
H46 -2.592 1.453 -2.639
C25 1.380 -7.028 0.365
C26 1.524 -5.545 0.055
C27 0.697 -5.098 -1.157
O20 0.070 -3.890 -0.723
C28 0.213 -3.759 0.622
O21 -0.194 -2.848 1.263
O22 0.908 -4.800 1.102
H47 1.586 -7.298 1.398
H48 2.093 -7.589 -0.244
H49 0.364 -7.331 0.114
H50 2.554 -5.198 -0.009
H51 -0.072 -5.839 -1.374
H52 1.325 -4.878 -2.016
C29 -4.383 -3.657 -5.765
C30 -3.652 -2.425 -5.249
C31 -4.580 -1.274 -4.818
O23 -3.933 -0.758 -3.651
C32 -3.164 -1.706 -3.141
O24 -2.613 -1.671 -2.086
O25 -2.947 -2.688 -4.046
H53 -5.153 -4.028 -5.090
H54 -3.691 -4.501 -5.843
H55 -4.738 -3.535 -6.787
H56 -2.932 -2.024 -5.968
H57 -5.605 -1.579 -4.609
H58 -4.604 -0.516 -5.599
C33 0.232 -2.680 5.964
C34 1.565 -2.659 5.260
C35 1.609 -2.006 3.862
O26 2.810 -1.228 3.887
C36 3.089 -0.942 5.174
O27 3.863 -0.099 5.521
O28 2.357 -1.687 5.979
H59 -0.171 -1.666 5.931
H60 0.339 -2.933 7.018
H61 -0.485 -3.366 5.513
H62 2.179 -3.560 5.308
H63 0.701 -1.486 3.551
H64 1.629 -2.799 3.113

***

(3)
Density functional theory data (ωB97M-V/def2-TZVPD) for C36H64O3P3PdS2 as an isolated structure.

Computed properties:
* lowest unoccupied orbital energy (spin up / spin down): -7.1 / -7.3 eV
* max |F|: 1.23 eV/A
* ΔE to the lowest compared entry with this formula, charge and spin: 0.000 eV
* 2S+1: 2
* net charge: +2
* E: -3583.77742 hartree
* gap between HOMO and LUMO (spin up / spin down): 5.96 / 5.93 eV

Cartesian coordinates (Å):
Pd1 0.279 -0.600 0.436
C1 -3.655 4.941 -1.437
C2 -2.181 4.715 -1.672
O1 -1.424 4.633 -0.423
P1 -1.662 3.599 0.738
S1 -0.933 1.233 1.314
S2 -2.393 1.792 -0.046
O2 -2.787 4.283 1.620
C3 -3.591 3.630 2.644
C4 -4.963 4.257 2.629
H1 -4.147 5.081 -2.401
H2 -3.820 5.832 -0.833
H3 -4.128 4.089 -0.943
H4 -1.727 5.551 -2.197
H5 -1.991 3.799 -2.235
H6 -3.088 3.780 3.599
H7 -3.639 2.561 2.432
H8 -4.898 5.326 2.829
H9 -5.579 3.798 3.403
H10 -5.445 4.109 1.664
C5 -2.555 -3.911 3.271
C6 -2.401 -2.497 2.707
C7 -1.782 -1.562 3.753
C8 -1.575 -2.477 1.442
C9 -2.004 -1.728 0.329
C10 -1.338 -1.722 -0.908
C11 -2.216 -1.316 -2.091
C12 -2.928 -2.595 -2.564
C13 -1.626 -0.571 -3.285
C14 -0.065 -2.382 -0.965
C15 0.309 -3.253 0.111
C16 -0.441 -3.260 1.288
C17 1.367 -4.325 -0.019
C18 0.650 -5.654 -0.316
C19 2.224 -4.490 1.251
C20 0.718 -2.270 -2.239
C21 0.578 -3.255 -3.212
C22 1.081 -3.069 -4.490
C23 1.705 -1.873 -4.816
C24 1.917 -0.918 -3.834
C25 1.465 -1.112 -2.528
P2 2.024 -0.033 -1.152
C26 1.974 1.788 -1.626
C27 3.113 2.276 -2.526
C28 0.639 2.038 -2.324
C29 2.007 2.601 -0.323
C30 3.805 -0.573 -0.882
C31 4.418 0.320 0.200
C32 4.668 -0.569 -2.144
C33 3.737 -2.000 -0.354
H11 -3.339 -3.919 4.027
H12 -1.635 -4.255 3.746
H13 -2.832 -4.626 2.495
H14 -3.391 -2.113 2.452
H15 -0.738 -1.835 3.916
H16 -2.320 -1.645 4.698
H17 -1.817 -0.522 3.425
H18 -2.967 -1.231 0.387
H19 -2.983 -0.664 -1.667
H20 -2.220 -3.287 -3.022
H21 -3.674 -2.337 -3.317
H22 -3.435 -3.106 -1.745
H23 -1.024 -1.214 -3.925
H24 -1.022 0.278 -2.978
H25 -2.453 -0.197 -3.890
H26 -0.142 -3.928 2.085
H27 1.996 -4.099 -0.875
H28 -0.084 -5.881 0.459
H29 1.380 -6.464 -0.342
H30 0.133 -5.636 -1.277
H31 1.767 -5.211 1.932
H32 2.347 -3.554 1.794
H33 3.211 -4.873 0.994
H34 0.045 -4.167 -2.971
H35 0.958 -3.841 -5.238
H36 2.044 -1.692 -5.827
H37 2.445 -0.011 -4.094
H38 3.198 1.719 -3.456
H39 4.077 2.263 -2.022
H40 2.901 3.316 -2.784
H41 0.620 1.620 -3.331
H42 0.484 3.117 -2.399
H43 -0.191 1.620 -1.754
H44 2.907 2.418 0.263
H45 1.145 2.385 0.302
H46 1.984 3.664 -0.577
H47 4.622 1.328 -0.155
H48 5.369 -0.114 0.517
H49 3.763 0.371 1.070
H50 4.882 0.426 -2.523
H51 4.238 -1.170 -2.942
H52 5.623 -1.030 -1.876
H53 3.003 -2.083 0.444
H54 4.711 -2.282 0.052
H55 3.493 -2.701 -1.152
C34 1.957 -1.676 4.924
P3 2.032 -0.287 3.780
C35 1.060 1.043 4.492
C36 3.742 0.262 3.790
O3 1.549 -0.670 2.401
H56 2.678 -1.551 5.732
H57 2.193 -2.589 4.375
H58 0.962 -1.765 5.360
H59 1.409 1.286 5.497
H60 0.015 0.733 4.544
H61 1.140 1.930 3.862
H62 4.036 0.585 4.790
H63 3.863 1.098 3.102
H64 4.389 -0.559 3.478

***

(4)
Density functional theory data (ωB97M-V/def2-TZVPD) for C36H65BaN2O7P2S2Si as an isolated structure.

Computed properties:
* lowest unoccupied orbital energy: 2.2 eV
* max |F|: 2.30 eV/A
* ΔE to the lowest compared entry with this formula, charge and spin: 1.493 eV
* net charge: -1
* E: -3841.34448 hartree
* gap between HOMO and LUMO: 5.05 eV

Cartesian coordinates (Å):
Ba1 -0.626 -0.115 0.226
C1 0.290 -2.143 8.340
C2 -0.327 -1.827 7.006
C3 -1.513 -1.101 6.919
C4 -2.065 -0.785 5.689
C5 -1.427 -1.194 4.529
C6 -0.262 -1.935 4.589
C7 0.282 -2.245 5.826
S1 -2.123 -0.762 2.950
O1 -3.568 -0.793 3.065
O2 -1.525 -1.750 2.026
N1 -1.510 0.693 2.607
C8 -2.316 1.747 2.092
C9 -3.489 2.138 2.737
C10 -4.232 3.155 2.161
C11 -3.801 3.733 0.975
C12 -2.611 3.286 0.418
N2 -1.861 2.335 0.963
H1 -0.452 -2.106 9.138
H2 1.076 -1.425 8.586
H3 0.742 -3.135 8.343
H4 -2.015 -0.786 7.827
H5 -2.996 -0.236 5.624
H6 0.204 -2.266 3.668
H7 1.191 -2.834 5.872
H8 -3.800 1.636 3.639
H9 -5.152 3.482 2.632
H10 -4.371 4.507 0.479
H11 -2.233 3.682 -0.522
C13 -3.762 -1.290 -0.812
C14 -3.259 -2.691 -1.165
C15 -3.920 -3.724 -0.260
C16 -3.551 -2.998 -2.634
O3 -1.846 -2.652 -0.989
Si1 -0.704 -3.820 -0.680
S2 1.053 -2.834 -0.469
O4 -1.261 -4.627 0.639
C17 -0.821 -5.815 1.268
C18 0.700 -5.960 1.216
C19 -1.489 -7.015 0.592
C20 -1.279 -5.700 2.722
O5 -0.761 -4.974 -1.868
C21 -0.048 -5.066 -3.099
C22 -0.806 -6.095 -3.939
C23 1.372 -5.561 -2.826
C24 -0.020 -3.724 -3.828
H12 -4.824 -1.178 -1.034
H13 -3.218 -0.542 -1.400
H14 -3.630 -1.103 0.258
H15 -5.006 -3.665 -0.369
H16 -3.655 -3.542 0.782
H17 -3.598 -4.733 -0.524
H18 -4.628 -3.021 -2.815
H19 -3.131 -3.970 -2.899
H20 -3.103 -2.237 -3.274
H21 1.040 -6.140 0.193
H22 1.022 -6.797 1.840
H23 1.177 -5.043 1.564
H24 -1.299 -6.988 -0.481
H25 -2.569 -6.985 0.753
H26 -1.104 -7.954 0.999
H27 -0.815 -4.831 3.192
H28 -1.013 -6.595 3.290
H29 -2.362 -5.567 2.759
H30 -0.881 -7.038 -3.393
H31 -0.294 -6.277 -4.886
H32 -1.816 -5.739 -4.151
H33 1.338 -6.529 -2.320
H34 1.899 -4.850 -2.189
H35 1.924 -5.680 -3.762
H36 -1.035 -3.366 -4.006
H37 0.485 -3.822 -4.792
H38 0.504 -2.982 -3.227
C25 3.129 -1.369 -2.869
P1 2.422 0.207 -2.253
C26 2.305 1.104 -3.856
C27 3.962 0.957 -1.563
C28 3.713 2.372 -1.052
P2 2.353 2.480 0.212
C29 1.014 3.274 -0.743
C30 2.955 3.964 1.137
H39 4.101 -1.214 -3.348
H40 2.443 -1.801 -3.599
H41 3.221 -2.093 -2.062
H42 3.281 1.228 -4.335
H43 1.837 2.081 -3.727
H44 1.655 0.533 -4.519
H45 4.771 0.960 -2.303
H46 4.272 0.300 -0.743
H47 3.461 3.039 -1.884
H48 4.622 2.777 -0.598
H49 1.364 4.169 -1.265
H50 0.214 3.560 -0.056
H51 0.561 2.599 -1.475
H52 3.211 4.796 0.475
H53 3.836 3.701 1.726
H54 2.182 4.305 1.829
C31 3.312 -1.092 3.475
C32 2.903 0.208 4.186
C33 1.697 0.711 3.369
O6 1.397 -0.310 2.419
C34 2.637 -0.947 2.116
H55 2.904 -1.962 3.993
H56 4.392 -1.219 3.401
H57 3.712 0.940 4.167
H58 2.639 0.033 5.229
H59 1.927 1.637 2.838
H60 0.799 0.862 3.966
H61 3.228 -0.298 1.454
H62 2.416 -1.879 1.600
C35 -1.041 0.159 -3.972
C36 -1.045 1.006 -2.678
O7 -1.233 2.218 -2.872
H63 -0.864 0.767 -4.870
H64 -2.038 -0.293 -4.044
H65 -0.335 -0.675 -3.916